Density functional theory data (ωB97M-V with the def2-TZVPD basis set) for a cluster of 8 separate species, C18H52N4O8 in total at a distorted geometry.

Computed properties:
Energy relative to the best compared isomer or geometry (same formula, charge and spin) in kcal/mol: 18.0
Charge: 0
LUMO energy in eV: -0.021
Kohn-Sham gap in eV: 8.9754
Total energy in eV: -41851.2902
Highest occupied orbital energy in eV: -9.0
SMILES: NC(N)=O.NC(N)=O.CC(C)O.CC(C)O.CC(C)O.CC(C)O.CCO.CCO

Element x y z (Å)
N  -4.04109  0.89395  -2.06645
C  -3.86859  -0.20393  -1.26966
N  -4.69927  -1.23334  -1.65990
O  -3.17295  -0.18232  -0.26379
H  -4.82332  1.00114  -2.68191
H  -3.57111  1.76518  -1.88571
H  -4.82785  -1.99321  -1.01605
H  -5.27098  -1.12787  -2.47044
N  -0.58590  1.22980  -0.89406
C  0.57781  0.54320  -0.83872
N  0.61666  -0.56599  -0.06820
O  1.60348  0.95038  -1.40471
H  -0.61959  2.11128  -1.37649
H  -1.40107  0.92729  -0.38730
H  -0.19686  -0.94616  0.40316
H  1.50408  -1.02928  -0.00952
C  -2.46667  -4.33423  -2.57271
C  -1.27573  -4.70416  -1.65470
C  -0.08154  -3.78551  -1.83635
O  -1.67924  -4.71433  -0.28335
H  -2.95502  -3.44135  -2.18710
H  -3.15147  -5.18088  -2.53815
H  -2.11447  -4.16963  -3.59098
H  -0.95413  -5.72699  -1.86541
H  0.66758  -4.27245  -2.47120
H  0.52223  -3.67968  -0.93356
H  -0.35383  -2.81869  -2.25974
H  -1.74946  -3.77081  -0.04129
C  2.91223  -1.60554  2.31452
C  2.68461  -0.91826  3.68936
C  1.25025  -0.38889  3.78392
O  2.94590  -1.78595  4.78387
H  2.07515  -2.26011  2.05815
H  3.76283  -2.28778  2.36262
H  3.07488  -0.78544  1.61614
H  3.36098  -0.07776  3.84582
H  1.01290  0.11042  2.83851
H  1.21597  0.31680  4.61213
H  0.50052  -1.17523  3.87282
H  2.66670  -2.67770  4.55575
C  0.30807  4.14035  1.48363
C  -1.15423  4.43549  1.79355
C  -1.67632  3.57911  2.94975
O  -1.28619  5.79151  2.24413
H  0.66269  4.85485  0.74385
H  0.46821  3.11721  1.14251
H  0.86979  4.18981  2.41924
H  -1.73682  4.36948  0.86814
H  -1.16808  3.79043  3.88701
H  -1.67027  2.50481  2.73473
H  -2.75585  3.72670  3.07828
H  -2.18526  5.87172  2.57563
C  5.02644  -0.49022  -2.76471
C  4.70387  -0.70929  -1.28050
C  5.85140  -1.22654  -0.42883
O  4.16112  0.47944  -0.71276
H  5.00048  -1.47396  -3.24444
H  6.05287  -0.14479  -2.90357
H  4.29011  0.16405  -3.22215
H  3.91074  -1.47304  -1.24064
H  6.69264  -0.54629  -0.54851
H  6.07917  -2.23294  -0.79115
H  5.51023  -1.39971  0.58974
H  3.28172  0.61303  -1.13329
C  -2.46961  -1.25434  3.12563
C  -1.99497  -2.49439  2.33781
O  -1.64073  -2.15863  1.00476
H  -1.63275  -0.59482  3.36102
H  -2.92050  -1.57226  4.06582
H  -3.17691  -0.64033  2.56473
H  -2.84824  -3.17858  2.30367
H  -1.12318  -2.90007  2.84818
H  -2.25540  -1.45375  0.72004
C  -1.04998  3.79345  -4.28633
C  -0.42830  4.17747  -2.95183
O  -1.31742  3.86641  -1.85782
H  -2.00234  4.29212  -4.47954
H  -1.07208  2.71485  -4.44028
H  -0.44741  4.16107  -5.12494
H  -0.34795  5.26509  -2.91102
H  0.47682  3.59243  -2.80878
H  -2.08020  4.44713  -1.92013